# 1
This record from the Open Molecules 2025 dataset describes C24H34N4O3 in the gas phase. The level of theory is ωB97M-V with the def2-TZVPD basis set.

```
65
Properties=species:S:1:pos:R:3:forces:R:3
C 5.930 2.240 1.599 0.0329 0.1344 0.1140
C 6.712 1.844 0.391 -0.0758 -0.1279 -0.0578
C 7.821 2.585 0.006 0.0592 -0.0051 -0.0637
C 8.570 2.249 -1.108 0.0214 -0.0064 -0.0263
C 8.214 1.147 -1.870 0.0768 0.0271 -0.0557
C 7.116 0.395 -1.508 -0.0789 -0.0032 0.0783
C 6.357 0.729 -0.384 0.4782 0.1091 -0.3961
C 5.217 -0.102 -0.058 -0.7201 -0.0588 0.7249
N 4.391 0.014 0.944 0.6004 0.3671 -0.2032
C 3.496 -1.008 0.814 0.0977 -0.7137 -0.8127
C 2.383 -1.224 1.783 0.0143 -0.0894 -0.0155
N 1.138 -1.506 1.090 -0.0571 0.0637 0.1770
C 0.658 -0.349 0.358 -0.0451 -0.0181 -0.3299
C -0.524 -0.742 -0.522 0.0293 0.2516 0.2420
C -1.659 -1.302 0.343 0.1133 -0.4471 -0.1933
C -2.782 -1.780 -0.569 0.1718 0.4798 0.2767
O -2.856 -2.911 -1.002 0.0694 -0.4640 -0.0774
N -3.655 -0.806 -0.912 -0.3036 0.3134 -0.0761
C -4.836 -1.053 -1.704 -0.2014 -0.1009 0.0061
C -6.090 -0.719 -0.892 0.2487 -0.0463 -0.1546
N -6.018 0.640 -0.376 -0.1056 -0.0428 0.0231
C -6.361 1.641 -1.375 0.0805 0.3261 0.1352
C -6.140 3.033 -0.784 0.0516 -0.1260 -0.3603
O -6.914 3.231 0.374 -0.1380 0.0870 -0.0229
C -6.613 2.253 1.339 -0.0857 -0.3562 0.1998
C -6.850 0.842 0.799 0.0914 0.3419 0.1491
C -1.107 -2.456 1.177 -0.0317 0.2116 0.1526
C 0.108 -2.004 1.981 -0.1413 -0.2204 -0.0565
C 3.817 -1.729 -0.303 -0.7674 0.1248 0.9012
C 3.197 -2.918 -0.931 0.3683 0.0907 -0.1011
O 4.912 -1.153 -0.858 0.2782 0.0935 -0.2066
H 5.919 1.427 2.322 -0.0752 0.0481 0.1008
H 6.356 3.129 2.059 0.0617 0.0689 0.0057
H 4.894 2.430 1.331 -0.0624 0.0312 0.1144
H 8.104 3.446 0.594 -0.0091 0.0627 0.0727
H 9.428 2.844 -1.382 0.0657 0.0505 -0.0170
H 8.792 0.877 -2.741 0.0385 -0.0268 -0.0660
H 6.831 -0.466 -2.094 0.0010 -0.0479 -0.0500
H 2.316 -0.336 2.435 0.0084 -0.0766 0.0025
H 2.621 -2.089 2.413 -0.0859 0.0963 0.0596
H 0.355 0.462 1.047 0.0533 -0.0157 -0.0028
H 1.473 0.026 -0.264 -0.0549 0.0567 0.0467
H -0.205 -1.513 -1.224 0.0010 -0.0181 -0.0813
H -0.866 0.125 -1.090 0.0071 -0.0029 -0.0456
H -2.032 -0.512 1.005 -0.0037 0.0179 -0.0266
H -3.638 0.088 -0.447 0.0945 -0.1068 0.1113
H -4.829 -2.111 -1.975 -0.0281 0.1476 -0.0608
H -4.796 -0.454 -2.620 -0.0533 -0.1192 0.0008
H -6.135 -1.399 -0.037 -0.0220 -0.0083 -0.0417
H -6.988 -0.883 -1.509 -0.0057 0.0019 0.0608
H -5.721 1.516 -2.249 -0.0331 0.0322 -0.0521
H -7.415 1.545 -1.690 0.0667 -0.0178 -0.0188
H -6.444 3.806 -1.493 0.0796 -0.0554 0.0022
H -5.072 3.158 -0.544 -0.0689 0.0063 -0.0548
H -7.263 2.453 2.193 0.0796 -0.0469 -0.0047
H -5.561 2.347 1.650 -0.0840 -0.0236 0.0126
H -6.573 0.111 1.562 -0.0422 0.0052 -0.0019
H -7.922 0.721 0.564 0.0386 -0.0265 0.0305
H -0.823 -3.264 0.503 -0.0313 -0.0387 0.0300
H -1.876 -2.833 1.854 -0.0129 -0.0625 -0.0065
H -0.199 -1.234 2.714 0.0634 -0.0260 0.0193
H 0.514 -2.854 2.535 -0.0158 0.0672 0.0435
H 3.819 -3.801 -0.780 0.0010 -0.1066 -0.0402
H 3.085 -2.764 -2.003 -0.0748 -0.0505 -0.0948
H 2.223 -3.078 -0.478 -0.0285 -0.0118 -0.0178
```
Positions in Å, forces in eV/Å.

Properties
E_HOMO = -0.292 Eh
Frontier orbital gap = 8.60 eV
SMILES string = Cc1ccccc1-c1nc(CN2CCC(C(=O)NCCN3CCOCC3)CC2)c(C)o1

Results of the natural (NBO) charge analysis, in e, for atoms 1 through 8: -0.630 0.009 -0.206 -0.197 -0.224 -0.195 -0.054 0.464



# 2
This record from the Open Molecules 2025 dataset describes C24H34N6O3 in the gas phase. The level of theory is ωB97M-V with the def2-TZVPD basis set.

```
67
Properties=species:S:1:pos:R:3:forces:R:3
C -3.007 -3.857 -0.785 0.1903 0.0628 0.0791
C -1.831 -3.055 -0.235 -0.2932 0.0518 -0.0243
C -2.161 -2.234 1.027 0.8448 -0.4814 0.2873
C -2.370 -3.159 2.228 -0.0520 0.0542 -0.1191
C -1.033 -1.246 1.338 -0.1179 -0.1594 -0.1154
N -3.392 -1.488 0.825 -0.7003 1.0016 -0.6206
N -4.475 -1.741 1.563 0.3243 -0.7967 0.6548
N -5.409 -0.981 1.170 -0.8610 0.0284 0.3541
N -5.002 -0.207 0.176 0.3033 0.5338 -0.7393
C -3.741 -0.511 -0.054 -0.0995 -0.3624 0.2900
C -2.936 0.153 -1.111 0.1693 0.0448 -0.1439
N -2.002 1.130 -0.556 -0.1336 -0.0796 -0.1188
C -0.997 1.544 -1.538 0.0542 -0.2469 0.0634
C 0.300 0.802 -1.329 0.1707 0.4784 0.0550
C 1.332 1.329 -0.629 -0.3878 -0.1918 -0.3320
C 2.548 0.620 -0.417 0.2857 -0.5181 -0.0897
C 3.628 1.142 0.305 0.1084 -0.1539 -0.0214
C 4.796 0.434 0.493 0.0618 0.1209 0.0780
O 5.867 0.924 1.195 -0.0833 -0.3502 -0.1904
C 5.779 2.215 1.745 0.0010 0.1663 0.0777
C 4.908 -0.869 -0.064 -0.2921 -0.0351 -0.1465
O 5.968 -1.708 0.017 -0.3902 0.0638 -0.1232
C 7.164 -1.354 0.678 0.5242 0.0192 0.2317
C 3.838 -1.388 -0.779 0.1755 0.1186 0.1306
C 2.665 -0.667 -0.965 0.3733 0.6403 0.4812
N 1.612 -1.172 -1.676 -0.1178 -0.3312 -0.2044
C 0.419 -0.528 -1.913 0.3144 -0.1620 0.0714
O -0.444 -1.089 -2.573 -0.2336 -0.0047 -0.2307
C -2.679 2.219 0.134 0.0126 0.0501 0.1577
C -1.750 2.929 1.136 -0.2413 0.0679 0.0547
C -2.212 4.383 1.130 0.1773 0.0054 -0.0383
C -2.565 4.633 -0.334 -0.1307 0.0580 0.0524
C -3.265 3.341 -0.763 -0.0002 -0.0125 -0.0095
H -3.831 -3.204 -1.065 -0.1088 0.0219 -0.0347
H -3.373 -4.579 -0.059 -0.0929 -0.0842 0.0233
H -2.694 -4.396 -1.675 -0.0200 -0.0785 -0.0776
H -1.020 -3.738 0.023 0.0945 0.0725 0.0351
H -1.464 -2.394 -1.019 0.0966 -0.0055 0.0384
H -3.181 -3.857 2.047 -0.0266 -0.0964 0.0676
H -1.456 -3.714 2.420 0.1430 -0.0038 -0.0626
H -2.623 -2.579 3.112 -0.0084 -0.0141 0.0787
H -0.979 -0.467 0.583 0.0370 0.0027 0.0562
H -0.083 -1.772 1.378 0.1136 -0.1279 0.0293
H -1.207 -0.772 2.302 -0.0130 0.0716 0.1052
H -3.658 0.625 -1.797 0.0547 -0.1207 0.0266
H -2.359 -0.585 -1.670 -0.1029 0.0984 -0.0340
H -0.806 2.612 -1.434 -0.0075 -0.0073 -0.0539
H -1.347 1.350 -2.560 -0.0010 0.1492 0.0472
H 1.252 2.324 -0.212 -0.0725 0.1357 0.0346
H 3.519 2.131 0.719 0.0451 0.1166 0.0744
H 5.637 2.975 0.971 -0.0170 -0.0208 0.0236
H 4.972 2.286 2.482 0.0089 0.0064 -0.0337
H 6.734 2.382 2.242 -0.0884 0.0525 -0.0133
H 6.998 -1.168 1.741 0.0292 -0.0260 -0.1022
H 7.632 -0.479 0.226 -0.0320 -0.0875 0.0434
H 7.816 -2.219 0.558 -0.0373 0.0717 0.0158
H 3.948 -2.378 -1.193 0.0390 -0.1462 -0.0514
H 1.701 -2.095 -2.084 -0.1349 0.1660 0.0200
H -3.498 1.755 0.688 0.0815 0.0959 -0.0247
H -1.805 2.475 2.124 0.0837 -0.0888 0.0247
H -0.718 2.860 0.795 0.0984 0.0063 -0.0208
H -1.449 5.066 1.503 -0.0429 0.0519 0.0835
H -3.105 4.491 1.747 -0.0404 0.0459 0.0666
H -3.199 5.509 -0.466 0.0530 0.0710 -0.0687
H -1.652 4.787 -0.913 0.0407 0.0286 -0.0259
H -4.337 3.420 -0.591 -0.0472 0.0041 -0.0634
H -3.116 3.129 -1.821 -0.0819 -0.0415 -0.0792
```
Positions in Å, forces in eV/Å.

Properties
E_HOMO = -0.296 Eh
Frontier orbital gap = 8.18 eV
SMILES string = CCC(C)(C)n1nnnc1CN(Cc1cc2cc(OC)c(OC)cc2[nH]c1=O)C1CCCC1

Results of the natural (NBO) charge analysis, in e, for atoms 1 through 8: -0.613 -0.410 0.128 -0.610 -0.620 -0.202 -0.072 -0.074



# 3
This record from the Open Molecules 2025 dataset describes a molecular structure, C24H34N6O3Sc. The level of theory is ωB97M-V with the def2-TZVPD basis set.

```
68
Properties=species:S:1:pos:R:3:forces:R:3
Sc 0.267 -0.261 0.434 -0.0181 -0.7052 -1.2291
C -1.712 -2.797 -1.638 -0.0603 0.0187 -0.0500
C -2.571 -1.954 -0.703 -0.0188 0.1222 0.0921
N -1.975 -0.659 -0.276 0.0613 0.1324 -0.0167
C -2.218 0.465 -1.217 -0.0689 -0.1257 0.0574
C -1.273 0.440 -2.404 0.1869 0.0046 -0.0478
N 0.138 0.295 -1.970 -0.1223 0.0958 0.0957
C 0.930 -0.491 -2.936 -0.0867 -0.0159 0.0788
C 2.443 -0.342 -2.804 0.0916 0.0390 -0.0902
C 3.049 -0.243 -1.403 -0.1272 -0.0884 0.1169
N 2.365 -1.071 -0.381 0.0765 0.0586 0.1923
C 2.441 -2.517 -0.678 0.0546 0.1317 -0.1138
C 1.514 -3.272 0.243 -0.1103 -0.0663 0.0753
N 0.135 -2.795 0.036 0.0378 0.1443 0.0229
C -0.619 -3.592 -0.949 0.1348 -0.0395 0.1145
H -1.277 -2.170 -2.410 0.0035 -0.0002 0.0056
H -2.365 -3.499 -2.161 -0.0140 -0.0073 0.0282
H -2.791 -2.517 0.208 0.0223 -0.0243 -0.0031
H -3.533 -1.743 -1.177 -0.0196 -0.0359 -0.0387
H -2.443 -0.403 0.588 -0.0590 -0.0339 0.0025
H -2.087 1.390 -0.652 0.0272 0.0344 -0.0177
H -3.247 0.448 -1.587 -0.0460 0.0211 0.0526
H -1.415 1.348 -2.995 0.0093 0.0366 0.0172
H -1.513 -0.387 -3.068 -0.0295 -0.0144 0.0067
H 0.543 1.226 -1.901 0.0373 -0.0082 -0.0140
H 0.652 -0.216 -3.958 0.0247 0.0043 -0.0380
H 0.638 -1.535 -2.811 0.0315 -0.0098 0.0338
H 2.767 0.552 -3.342 -0.0082 0.0138 0.0212
H 2.887 -1.179 -3.347 -0.0069 0.0046 -0.0034
H 3.009 0.783 -1.059 -0.0016 -0.0144 -0.0209
H 4.106 -0.516 -1.459 0.0240 -0.0057 -0.0416
H 2.874 -0.927 0.493 0.0797 -0.0008 -0.0438
H 3.469 -2.880 -0.598 0.0095 -0.0290 0.0205
H 2.128 -2.666 -1.712 0.0076 -0.0088 0.0071
H 1.787 -3.082 1.282 0.0020 0.0294 0.0078
H 1.602 -4.349 0.074 0.0023 -0.0050 -0.0080
H -0.337 -2.874 0.930 -0.0479 -0.0168 -0.0120
H -1.050 -4.465 -0.448 -0.0137 -0.0383 -0.0330
H 0.080 -3.979 -1.694 -0.0119 0.0372 -0.0337
O 2.957 3.211 -0.655 -0.0659 -0.0725 0.0277
C 2.057 4.197 -0.414 0.1482 -0.0240 -0.1115
C 2.410 5.472 -0.847 -0.0888 0.0875 0.0314
C 1.553 6.532 -0.640 0.0040 0.0418 0.0219
C 0.333 6.342 0.009 0.0370 -0.0391 -0.0243
C -0.014 5.080 0.435 -0.0475 0.0223 0.0279
C 0.830 3.980 0.228 -0.1045 -0.0635 0.0108
C 0.392 2.639 0.673 0.5201 0.0698 -0.2876
O 1.160 1.589 0.368 -0.1640 0.5492 0.1150
N -0.720 2.520 1.324 -0.0836 -0.3426 0.1272
N -0.900 1.172 1.646 -0.0712 0.5222 -0.0167
C -1.637 0.926 2.661 -0.0274 -0.2987 0.1553
C -1.762 -0.425 3.200 -0.2274 0.3446 0.0598
C -2.822 -0.729 4.063 -0.0344 0.0137 0.0217
C -2.927 -1.970 4.654 0.0220 -0.0009 -0.0197
C -1.934 -2.920 4.416 0.0304 -0.0342 -0.0003
C -0.858 -2.635 3.594 -0.1264 -0.0685 0.1320
C -0.763 -1.391 2.968 0.4831 0.1705 -0.3816
O 0.269 -1.125 2.159 -0.2068 -0.4651 0.8000
H 2.579 2.401 -0.270 -0.0483 0.0407 0.0957
H 3.366 5.603 -1.336 -0.0106 -0.0180 0.0046
H 1.838 7.520 -0.979 -0.0064 -0.0102 0.0039
H -0.333 7.177 0.179 0.0041 -0.0009 -0.0021
H -0.954 4.913 0.945 0.0202 -0.0137 -0.0155
H -2.137 1.759 3.154 -0.0215 -0.0369 0.0467
H -3.568 0.033 4.263 0.0145 -0.0166 -0.0069
H -3.756 -2.196 5.309 0.0128 -0.0048 -0.0025
H -1.993 -3.890 4.894 -0.0063 0.0123 -0.0062
H -0.062 -3.354 3.444 -0.0087 0.0009 -0.0001
```
Positions in Å, forces in eV/Å.

Properties
Net charge = +1
E_HOMO = -0.388 Eh
Frontier orbital gap = 7.91 eV

Results of the natural (NBO) charge analysis, in e, for atoms 1 through 8: 1.788 -0.415 -0.224 -0.673 -0.241 -0.233 -0.684 -0.209



# 4
This record from the Open Molecules 2025 dataset describes a molecular structure, C24H35AsMgNO3S2. The level of theory is ωB97M-V with the def2-TZVPD basis set.

```
67
Properties=species:S:1:pos:R:3:forces:R:3
Mg 0.010 0.802 0.104 -0.1718 -0.1994 -0.1086
C -0.951 3.924 1.332 -0.0189 -0.1395 -0.0564
C -1.526 2.704 0.641 -0.1353 0.0949 -0.0764
C -1.473 2.612 -0.768 -0.1355 0.0374 0.0727
C -0.849 3.728 -1.573 -0.1035 -0.0759 0.0925
C -2.012 1.483 -1.417 -0.0321 0.0935 0.0847
C -1.992 1.416 -2.927 0.0344 -0.0074 0.0447
C -2.610 0.451 -0.665 0.0027 0.0560 -0.0234
C -3.115 -0.791 -1.360 0.0101 0.0136 0.0540
C -2.742 0.588 0.728 0.0495 -0.0041 0.0500
C -3.549 -0.410 1.531 0.1048 0.0138 -0.0321
C -2.154 1.685 1.384 0.0081 0.0519 -0.0833
C -2.198 1.755 2.892 -0.0175 0.0269 -0.0364
H 0.131 3.835 1.481 -0.0348 -0.0184 -0.0182
H -1.407 4.086 2.304 -0.0178 -0.0031 0.0069
H -1.123 4.820 0.743 -0.0132 0.0193 -0.0289
H -0.010 4.173 -1.049 0.0274 0.0136 0.0496
H -1.584 4.514 -1.772 0.0077 -0.0221 0.0063
H -0.478 3.370 -2.527 0.0098 -0.0302 -0.0531
H -1.007 1.125 -3.308 -0.0209 0.0061 0.0147
H -2.237 2.386 -3.358 0.0141 -0.0347 0.0205
H -2.715 0.701 -3.308 0.0047 -0.0066 0.0090
H -4.101 -0.624 -1.805 0.0315 -0.0002 0.0134
H -3.196 -1.632 -0.675 0.0182 0.0334 -0.0255
H -2.439 -1.092 -2.159 -0.0015 0.0041 -0.0040
H -2.924 -1.198 1.967 -0.0240 0.0453 -0.0450
H -4.303 -0.894 0.917 0.0309 0.0088 0.0061
H -4.069 0.091 2.347 0.0271 -0.0205 -0.0363
H -3.079 2.303 3.238 0.0177 -0.0211 -0.0222
H -1.323 2.261 3.294 -0.0061 0.0056 -0.0148
H -2.233 0.760 3.331 0.0003 0.0160 -0.0054
S -1.955 -4.018 0.825 -0.0140 -0.0221 -0.0047
C -0.802 -3.140 0.181 -0.6454 -0.2985 0.4026
N 0.068 -2.503 -0.291 0.6206 0.5154 -0.3803
C 2.550 0.477 -3.247 -0.0146 -0.2134 -0.0401
As 2.736 1.613 -1.733 -0.3440 0.1169 0.1341
C 3.143 3.333 -2.446 0.0837 0.1355 -0.0384
C 4.263 1.113 -0.711 -0.0351 -0.0305 0.0572
O 1.346 1.794 -0.812 0.5766 0.2233 -0.3584
H 3.512 0.444 -3.757 -0.0023 -0.0043 -0.0489
H 1.803 0.905 -3.910 -0.0534 0.0089 -0.0526
H 2.260 -0.519 -2.922 0.0291 0.0676 -0.0547
H 4.114 3.313 -2.941 -0.0488 0.0136 0.0074
H 3.160 4.051 -1.631 0.0186 0.0763 0.0243
H 2.374 3.613 -3.160 -0.0406 0.0493 -0.0394
H 5.148 1.158 -1.346 -0.0321 -0.0257 0.0174
H 4.112 0.108 -0.336 0.0234 -0.1471 0.0801
H 4.363 1.823 0.106 0.0362 -0.0037 0.0612
O 1.859 -1.216 -0.820 -0.7549 0.0943 0.3042
C 0.689 -1.171 -0.467 0.7977 -0.5242 -0.3841
C 2.673 -0.266 3.229 0.1825 -0.1132 -0.0988
S 1.134 0.621 3.331 -0.1231 0.3466 -0.1236
O 0.590 0.559 1.919 0.2260 0.1367 0.5101
C 0.184 -0.545 4.240 -0.1215 -0.1474 0.1168
C -0.251 -1.709 3.619 -0.0578 -0.0398 0.0694
C -1.003 -2.607 4.357 -0.0418 -0.0245 0.0580
C -1.302 -2.336 5.691 0.0109 0.0199 -0.0081
C -0.865 -1.163 6.293 0.0157 -0.0062 0.0064
C -0.119 -0.246 5.561 -0.0163 -0.0234 0.0326
H 2.537 -1.041 2.471 0.0703 -0.0265 0.1109
H 2.896 -0.698 4.205 0.0399 0.0457 -0.0610
H 3.451 0.438 2.933 -0.0258 -0.0788 -0.0228
H -0.017 -1.901 2.577 -0.0293 0.0168 0.0673
H -1.358 -3.515 3.888 0.0155 0.0178 0.0134
H -1.885 -3.048 6.265 0.0339 0.0617 -0.0511
H -1.109 -0.954 7.328 0.0070 -0.0253 -0.0796
H 0.217 0.686 6.011 -0.0528 -0.1483 -0.0824
```
Positions in Å, forces in eV/Å.

Properties
Net charge = +1
E_HOMO = -0.394 Eh
Frontier orbital gap = 8.65 eV

Results of the natural (NBO) charge analysis, in e, for atoms 1 through 8: 1.748 -0.645 -0.092 -0.039 -0.644 -0.066 -0.644 -0.039



The records above give, respectively, relative energy (zero: lowest compared OMol25 entry of this formula, charge and spin) values of 107.4; 360.3; 5.4; 112.3 kJ/mol.
The records above give, respectively, strongest force on any atom values of 1.19; 1.37; 1.42; 1.03 eV/A.